No. 1
C51H46AsBiBrF4N10P | ωB97M-V/def2-TZVPD

Structure (XYZ):
```
115
Properties=species:S:1:pos:R:3
Bi 0.15262 -0.54303 0.07027
Br -1.36000 1.00127 3.19943
As 0.68278 -3.43270 1.27775
P -2.26142 1.98231 0.08756
F -4.76153 3.76827 0.27622
F -6.25116 4.34982 2.40046
F -3.34545 1.96195 5.17343
F -5.55017 3.45259 4.85408
N -1.61335 -0.46101 -3.92343
N -2.40174 -1.85424 -2.17185
N -0.62502 0.46127 -4.00173
N -3.60121 -2.72096 -0.32711
N -2.41045 -1.93483 1.31649
N -3.44574 -2.61970 1.01966
N 1.23247 -2.39005 -0.20326
N -0.00374 0.57083 -2.88798
N -1.82182 -1.54599 0.14722
N -0.57108 -0.30868 -2.01410
C -2.59297 -2.04644 -0.82830
C 1.70480 -9.26889 -0.75608
C 2.08001 -2.62247 -1.31479
C 2.66371 -3.86415 -1.59860
C 2.45243 1.31014 1.85116
C -4.37975 3.27441 1.45430
C 3.51452 -1.93118 4.84040
C -1.74515 4.78618 0.16255
C 2.89942 1.79849 -0.83371
C 0.30670 -5.76093 -0.31809
C -3.66856 2.37235 3.94827
C -4.89049 1.58874 -3.09509
C -3.61363 1.51467 -1.05815
C -3.24155 2.48584 1.56348
C 3.27131 0.45544 1.11963
C -3.87551 2.09361 -2.29446
C 1.87425 -6.18338 1.48827
C -0.93766 3.57061 -1.74491
C -0.38427 4.73669 -2.25533
C 1.10762 3.42857 2.10049
C 2.35697 -1.58272 -2.21256
C -4.39233 0.43947 -0.62884
C 1.44944 -7.89685 -0.19159
C 3.51302 0.70823 -0.22430
C 2.13584 -1.99902 4.93531
C -5.65972 0.51591 -2.66478
C -1.18019 5.94932 -0.34278
C 1.33819 -2.45875 3.88687
C -0.50565 5.93015 -1.55474
C 3.70961 -3.00669 -3.60379
C -0.15160 -2.50581 4.17113
C 4.08295 -3.23226 1.34016
C -1.63960 3.58686 -0.53705
C -2.89489 2.04636 2.84815
C 3.15016 -1.76764 -3.33250
C -1.55692 -0.90719 -2.68882
C -0.74573 -4.91689 -0.99433
C 1.94909 -2.86950 2.68656
C 1.89277 2.44652 1.27061
C -5.41616 -0.05481 -1.42271
C -4.80692 3.14258 3.79863
C 4.10143 -2.33776 3.64742
C 4.34451 -1.44102 5.99613
C 2.53517 -5.89079 2.81700
C -5.16407 3.59736 2.54566
C 2.10492 2.66422 -0.08989
C 3.34965 -2.80239 2.57764
C 3.45828 -4.04632 -2.72137
C 1.04576 -5.29748 0.79028
C 0.53224 -7.04167 -0.79422
C 2.07996 -7.45862 0.95918
H -1.47174 -4.54864 -0.26475
H -6.44653 0.12500 -3.29797
H -4.20561 -0.01197 0.34205
H 1.65095 -1.69012 5.85749
H 1.98449 -5.16467 3.40512
H -0.02965 -7.38588 -1.65657
H -2.25917 4.81990 1.11452
H 4.14492 0.04516 -0.80141
H 2.08509 -9.19964 -1.77673
H 2.43466 -9.81321 -0.15792
H -0.80502 2.64038 -2.28819
H 3.70188 -0.41322 1.60196
H -1.28666 -5.50846 -1.73166
H 2.74066 -8.13548 1.49201
H 0.15102 4.70387 -3.19618
H 2.58782 -6.81443 3.39386
H -0.48642 -1.54103 4.55775
H 3.83147 -4.25924 1.07118
H 4.06645 -0.42207 6.27123
H -5.08054 2.04165 -4.05964
H 0.78482 -9.85531 -0.78990
H 3.55463 -5.51775 2.69958
H -3.29365 2.93808 -2.64106
H -0.31534 -4.05683 -1.50942
H -1.26931 6.87397 0.21409
H 5.40649 -1.44918 5.75373
H -0.77097 -2.74615 3.31287
H 0.59557 2.93256 2.92588
H 2.50123 -4.70153 -0.94232
H 4.19057 -2.06909 6.87498
H 1.78042 4.17405 2.53253
H 0.37258 3.95845 1.49641
H 5.18150 -2.29555 3.54750
H 3.82875 -2.60502 0.48829
H 1.64177 3.52006 -0.56816
H 1.95950 -0.59194 -2.05051
H 3.88109 -5.02730 -2.90452
H 4.32465 -3.15913 -4.48094
H -0.07796 6.84185 -1.95283
H 3.32389 -0.93013 -3.99793
H 2.24398 1.09485 2.89538
H 3.04625 1.97744 -1.89237
H 5.16088 -3.17685 1.49240
H -3.14130 -2.17042 -2.77859
H -0.35394 -3.24556 4.94939
H -6.00462 -0.89429 -1.07330
```

As for the total charge: 0.

Atomic partial charges in e from the Mulliken method, atoms 1 to 99: Bi 1.392; Br -0.012; As 0.942; P 1.400; F -0.402; F -0.302; F -0.335; F -0.294; N -0.498; N 0.218; N -0.874; N -0.270; N -0.123; N -0.784; N -0.063; N -0.134; N 1.442; N 1.112; C -0.552; C -1.649; C 1.194; C 0.609; C -0.114; C 0.340; C 0.748; C -1.061; C -0.522; C 1.251; C 0.321; C -0.651; C 0.802; C -0.559; C -0.173; C -0.282; C 0.900; C -0.388; C -0.765; C -1.130; C -0.500; C -0.842; C 0.642; C -0.485; C -0.935; C -0.676; C -0.526; C 0.366; C -0.756; C -0.987; C -1.974; C -0.933; C 0.495; C -0.271; C -1.242; C -0.345; C -1.533; C 1.219; C 0.351; C -0.576; C 0.510; C -0.696; C -1.736; C -1.924; C 0.409; C -0.275; C 0.030; C -1.052; C -1.016; C -0.804; C -0.968; H 0.338; H 0.390; H 0.308; H 0.427; H 0.286; H 0.416; H 0.440; H 0.564; H 0.332; H 0.357; H 0.472; H 0.266; H 0.508; H 0.413; H 0.474; H 0.617; H 0.435; H 0.164; H 0.350; H 0.447; H 0.358; H 0.271; H 0.368; H 0.038; H 0.416; H 0.374; H -0.054; H 0.209; H 0.465; H 0.352

=====

No. 2
C51H46N6OS3Se5TeTl | ωB97M-V/def2-TZVPD

Structure (XYZ):
```
114
Properties=species:S:1:pos:R:3
Tl -20.02366 14.58721 5.19613
Te -19.49850 10.43183 9.05116
Se -17.49666 17.24857 6.54237
Se -18.15009 17.05886 8.74967
Se -27.05502 12.92686 10.09759
Se -18.73054 14.65828 8.43066
Se -19.33157 17.14427 5.15117
S -22.93770 15.33474 3.19612
S -18.20888 12.70937 5.60242
S -21.05442 13.15416 3.50162
O -20.11159 15.18151 10.14551
N -26.13847 11.79103 8.89810
N -22.29794 16.11743 4.43704
N -21.95438 12.14591 6.70067
N -25.87282 14.36703 9.74122
N -21.97058 15.07412 7.11746
N -19.73412 13.20834 9.21047
C -19.79598 11.90169 3.59677
C -15.38608 13.55116 12.92135
C -25.02318 14.97974 5.22937
C -22.58769 16.90266 8.47496
C -18.98244 5.69667 10.57735
C -23.20729 10.15168 6.22816
C -23.12925 12.75860 7.06698
C -23.49796 14.16994 12.37266
C -24.76987 16.03420 1.03612
C -20.39883 13.94325 10.03613
C -20.46840 10.61343 2.72560
C -23.38232 11.94937 11.42741
C -15.68777 11.88260 10.90400
C -23.95946 12.85739 12.29370
C -23.65906 16.10341 8.84511
C -18.15338 7.45289 9.04518
C -26.12262 12.64037 4.11836
C -25.23560 18.21191 0.24580
C -20.47135 7.59916 9.94337
C -26.47918 13.25250 5.29165
C -17.97093 11.09482 10.54406
C -24.30675 12.14932 7.39063
C -24.96410 13.90027 8.87418
C -23.92078 14.88525 8.40910
C -19.70210 10.79423 12.32928
C -24.93005 13.29590 3.45689
C -24.53127 18.86361 1.27999
C -16.21159 10.88498 8.65689
C -18.31748 11.31728 11.78923
C -25.14518 12.52146 8.39982
C -22.38065 14.49035 11.51907
C -24.67175 14.42725 4.04446
C -18.71012 11.74044 4.34662
C -21.72227 16.28832 7.56800
C -25.38227 16.86797 0.14256
C -26.23676 14.34476 5.92632
C -23.82874 16.69528 2.10765
C -21.92082 8.17996 10.13988
C -21.79814 13.63469 10.63361
C -19.27327 8.40306 9.43186
C -23.63381 17.89367 2.20796
C -22.92422 14.35525 7.45250
C -16.20286 12.39815 12.23641
C -17.40323 12.07306 12.51379
C -17.73555 10.57240 4.02987
C -20.42847 6.34763 10.35727
C -22.31106 12.37760 10.55181
C -22.05794 10.88338 6.33824
C -18.15427 6.27835 9.79220
C -16.66191 11.30135 10.06217
C -24.37245 10.73414 6.70800
H -17.55878 8.01995 8.31040
H -26.54289 14.10760 7.11655
H -20.66238 16.38485 7.09963
H -25.71924 19.05668 -0.44606
H -21.09225 10.74230 5.56969
H -16.21875 13.93528 13.67803
H -22.27009 17.83851 8.91566
H -14.78289 12.25376 10.62805
H -25.32375 10.34606 6.96896
H -21.56832 10.74914 2.74078
H -17.16473 5.67861 9.68039
H -23.10900 9.26789 5.75748
H -14.76427 13.05100 13.74039
H -16.67715 11.60232 7.83465
H -21.83361 15.52760 12.03145
H -16.68650 10.20524 8.21193
H -26.10762 16.53698 -0.44421
H -21.93467 11.58254 9.84590
H -15.16889 10.76569 8.32884
H -20.23623 9.73932 3.24717
H -16.71529 11.22332 4.11569
H -24.53369 16.54251 9.37594
H -17.74498 10.11597 5.07859
H -27.16545 12.43922 5.49871
H -24.82599 15.90997 5.75975
H -14.86145 13.97524 12.28963
H -23.97660 15.07230 13.02636
H -19.14220 9.79136 12.68792
H -24.29688 13.02518 2.52367
H -17.59902 12.43472 13.48502
H -26.37469 11.64753 3.83822
H -22.91374 16.90866 4.89397
H -22.44735 7.16135 9.89591
H -23.65733 10.98638 11.48003
H -21.25540 5.84133 10.95415
H -17.97225 10.05729 3.20861
H -21.92833 8.53230 11.06558
H -20.25752 10.24863 1.60958
H -20.06811 11.55530 13.07040
H -24.59471 20.04247 1.63596
H -22.33982 8.87704 9.53941
H -24.58840 12.41487 13.00919
H -24.84570 14.88562 1.25911
H -18.74312 4.70958 10.63492
H -23.22141 18.60706 2.87050
H -20.46734 10.63769 11.41584
```

As for the spin multiplicity: 2. As for the total charge: -2.

Atomic partial charges in e from the Mulliken method, atoms 1 to 99: Tl 0.837; Te 0.043; Se -0.237; Se -0.394; Se -0.116; Se -0.030; Se -0.279; S 0.050; S -0.124; S -0.237; O -0.887; N -1.329; N -0.223; N 0.821; N -1.204; N 1.170; N 0.194; C -0.345; C -1.800; C -0.955; C -1.567; C -1.184; C -2.030; C -0.610; C -0.565; C -0.344; C -0.381; C -1.573; C -1.529; C -1.410; C -0.947; C -0.237; C -0.651; C -1.021; C -0.189; C 0.928; C -0.225; C 0.127; C 0.921; C 0.844; C 0.096; C -0.138; C 0.263; C -0.355; C -1.724; C 0.176; C 1.412; C 0.359; C 1.106; C 1.007; C 0.549; C -0.689; C -0.414; C -0.239; C -2.002; C 1.178; C 0.727; C 0.397; C 0.658; C 0.996; C -0.700; C -1.615; C -0.257; C 1.498; C -0.099; C 0.040; C 1.640; C -1.325; H 0.180; H 0.350; H -0.662; H 0.183; H -0.231; H 0.294; H 0.366; H 0.535; H 0.621; H 0.310; H 0.160; H 0.935; H 0.310; H 0.376; H -0.138; H 0.120; H 0.491; H -0.520; H 0.377; H 0.516; H 0.193; H 0.262; H 0.231; H 0.123; H 0.416; H 0.645; H 0.079; H 0.294; H 0.248; H 0.304; H 0.327

=====

Number 1: E_tot -225412.870 eV, maximum force 0.0079 hartree/bohr. Number 2: E_tot -435821.947 eV, maximum force 0.2751 hartree/bohr.